{"formula": "C30H31BrClN6O6", "method": "ωB97M-V with the def2-TZVPD basis set", "species": ["C", "C", "Br", "N", "C", "C", "C", "C", "N", "C", "Cl", "C", "C", "C", "N", "C", "C", "H", "H", "H", "H", "H", "H", "H", "H", "H", "H", "H", "H", "H", "H", "H", "H", "C", "C", "C", "C", "C", "C", "N", "O", "O", "H", "H", "H", "H", "H", "C", "C", "C", "C", "C", "C", "N", "O", "O", "H", "H", "H", "H", "H", "C", "C", "C", "C", "C", "C", "N", "O", "O", "H", "H", "H", "H", "H"], "positions_angstrom": [[2.6054, -1.6755, -2.5250], [1.9315, -0.2175, -2.4415], [2.0613, 0.3646, -0.5572], [0.4186, -0.4542, -2.5830], [-0.1888, 0.9249, -2.8011], [0.7405, 1.4679, -3.9915], [0.6465, 2.9930, -4.4592], [-0.0355, 3.9768, -3.3975], [0.4255, 5.1949, -3.1831], [2.1746, 0.7906, -3.6623], [2.3157, -0.4268, -5.0887], [3.4587, 1.6992, -3.7768], [4.2770, 2.3439, -2.6463], [5.4991, 3.2649, -2.8303], [5.9544, 3.6048, -4.1245], [5.2380, 3.0176, -5.1936], [4.0172, 2.0865, -5.1990], [3.6725, -1.6366, -2.9604], [1.9632, -2.4106, -3.1278], [2.7415, -2.0978, -1.4590], [0.1795, -0.6939, -1.5934], [0.1744, -1.1710, -3.2869], [-1.3276, 0.9205, -2.9933], [-0.1187, 1.6728, -1.9409], [0.3364, 0.8768, -4.8974], [-0.0301, 3.0054, -5.3969], [1.6290, 3.4683, -4.7833], [-0.9690, 3.6344, -2.8369], [1.2688, 5.3668, -3.7634], [3.9598, 2.1552, -1.5574], [6.0135, 3.7115, -1.9072], [5.6078, 3.3170, -6.2430], [3.5545, 1.7393, -6.1752], [-4.5097, 3.8586, 2.1155], [-3.2385, 3.9954, 1.5656], [-3.0090, 3.6323, 0.2437], [-4.0636, 3.1362, -0.5215], [-5.3371, 2.9897, 0.0254], [-5.5561, 3.3530, 1.3492], [-3.8335, 2.7758, -1.9208], [-2.6947, 2.8993, -2.3655], [-4.7839, 2.3761, -2.5700], [-4.6862, 4.1486, 3.1467], [-2.4267, 4.3887, 2.1680], [-2.0141, 3.7440, -0.1725], [-6.1613, 2.6001, -0.5619], [-6.5440, 3.2460, 1.7842], [-2.1772, -4.3557, 2.1673], [-2.6402, -3.5026, 3.1646], [-2.5449, -2.1245, 3.0023], [-1.9870, -1.6115, 1.8330], [-1.5150, -2.4616, 0.8343], [-1.6120, -3.8373, 1.0064], [-1.9074, -0.1609, 1.6473], [-2.3133, 0.5506, 2.5501], [-1.4407, 0.2589, 0.5933], [-2.2581, -5.4306, 2.2950], [-3.0786, -3.9127, 4.0684], [-2.9094, -1.4704, 3.7867], [-1.0754, -2.0708, -0.0761], [-1.2504, -4.5075, 0.2339], [0.9575, -3.6120, 7.4999], [2.1426, -4.3107, 7.2906], [2.3522, -4.9833, 6.0916], [1.3678, -4.9454, 5.1058], [0.1764, -4.2542, 5.3121], [-0.0258, -3.5868, 6.5152], [1.5950, -5.6315, 3.8317], [2.6432, -6.2421, 3.6945], [0.7242, -5.5517, 2.9738], [0.7996, -3.0834, 8.4351], [2.9050, -4.3283, 8.0621], [3.2799, -5.5240, 5.9408], [-0.5955, -4.2243, 4.5521], [-0.9492, -3.0428, 6.6850]], "atomic_forces_ev_per_a": [[0.94, -0.28, 0.77], [0.32, -1.60, -0.92], [0.35, 0.43, -0.74], [-0.22, 1.63, 2.33], [-0.78, 2.38, -1.18], [-1.13, -0.89, -0.95], [-1.12, 0.61, 0.32], [1.48, 1.76, -0.16], [-1.01, -3.16, -0.61], [0.44, 0.16, -0.77], [0.22, 0.36, 0.41], [3.73, 2.78, -1.08], [-0.11, 0.00, -1.06], [-2.36, -1.55, -2.52], [-3.09, -2.57, 1.13], [-1.46, -0.77, 0.14], [1.45, 1.38, 4.00], [-1.86, 0.10, 0.51], [1.05, 1.21, 0.76], [-0.45, 0.72, -1.71], [-0.45, -0.60, -1.01], [0.08, 0.53, 0.32], [1.95, -0.44, -0.13], [0.37, -1.84, -0.47], [0.89, 0.97, 1.41], [1.01, -0.05, 1.50], [-1.07, -0.98, 0.57], [1.54, 0.64, -0.94], [-0.52, -0.16, 0.33], [0.54, 0.30, -1.94], [-0.82, -0.79, -1.72], [-0.51, -0.50, 1.93], [0.79, 0.52, 1.53], [0.02, -0.01, -0.06], [-0.19, -0.08, -0.12], [0.10, 0.02, -0.02], [-0.02, 0.25, 0.76], [-0.16, -0.06, -0.06], [0.25, 0.02, -0.08], [-0.54, -0.13, -0.17], [-0.50, -0.35, 0.09], [0.72, 0.18, 0.27], [0.02, -0.04, -0.13], [-0.07, -0.07, -0.12], [-0.20, -0.04, -0.08], [0.23, 0.06, -0.07], [0.10, 0.00, -0.10], [-0.06, -0.02, 0.03], [0.09, 0.08, -0.31], [-0.04, 0.06, 0.09], [-0.04, -0.71, 0.08], [-0.01, -0.11, 0.03], [-0.06, 0.17, 0.10], [-0.17, 0.42, 0.35], [0.29, -0.36, -0.62], [-0.02, -0.08, 0.12], [0.06, 0.14, -0.01], [0.02, 0.09, -0.10], [0.09, 0.07, -0.23], [-0.12, 0.10, 0.20], [-0.02, 0.09, 0.10], [0.00, 0.00, -0.01], [-0.21, 0.03, -0.16], [0.10, -0.04, -0.01], [-0.11, 0.39, 0.73], [-0.07, 0.03, -0.02], [0.24, -0.12, -0.04], [0.25, -0.37, -0.43], [-0.57, 0.35, 0.05], [0.31, 0.02, 0.36], [0.02, -0.08, -0.11], [-0.07, -0.03, -0.12], [-0.20, 0.03, -0.16], [0.27, -0.11, -0.01], [0.09, -0.08, -0.05]], "mulliken_charge": [-1.1506, -0.1838, 0.0356, 0.0245, -0.8523, 0.1806, -0.7121, 0.4526, -0.7086, 1.1879, -0.0796, -0.0378, -0.2001, -0.3127, -0.5028, -0.2370, -0.4051, 0.3351, 0.3326, 0.3810, -0.0675, 0.5424, 0.2228, 0.3807, 0.3385, 0.2824, 0.3187, 0.2361, 0.2789, 0.1115, 0.3200, 0.3023, 0.3355, -0.4850, -0.5678, 0.0933, 0.0799, -0.5160, -0.4688, 0.9621, -0.7393, -0.5818, 0.4002, 0.3914, 0.4135, 0.4577, 0.3982, -0.3495, -0.5826, -0.3298, -0.0875, 0.1864, -0.5650, 0.9407, -0.5712, -0.5158, 0.3701, 0.4236, 0.4803, 0.1988, 0.4164, -0.4221, -0.4923, -0.3559, -0.1835, 0.1385, -0.3652, 0.9854, -0.5858, -0.5969, 0.3785, 0.3807, 0.4462, 0.2856, 0.3847], "homo_energy_ev": -11.815, "e_above_lowest_ev": 4.298, "molar_mass_g_mol": 686.97, "orbital_gap_ev": 8.7, "lumo_ev": -3.16, "energy_ha": -4975.2642, "charge": 1}

---

{"formula": "C9H13Cl19", "method": "ωB97M-V with the def2-TZVPD basis set", "species": ["Cl", "C", "C", "Cl", "H", "H", "H", "H", "Cl", "C", "C", "Cl", "H", "H", "H", "H", "C", "Cl", "Cl", "Cl", "H", "C", "Cl", "Cl", "Cl", "H", "C", "Cl", "Cl", "Cl", "H", "C", "Cl", "Cl", "Cl", "H", "C", "Cl", "Cl", "Cl", "H"], "positions_angstrom": [[2.9920, -0.0360, -42.1131], [2.5682, -1.0589, -40.7077], [1.4997, -0.6093, -39.7878], [-0.1222, -0.3735, -40.5261], [3.4681, -1.2888, -40.1373], [2.2335, -1.9978, -41.1488], [1.7753, 0.3547, -39.3601], [1.3914, -1.4331, -39.0823], [-4.6661, 1.4419, -38.6172], [-3.4447, 1.1085, -39.7919], [-4.1215, 0.1747, -40.8500], [-4.5855, 1.1938, -42.1426], [-2.5887, 0.7119, -39.2458], [-3.0363, 2.0134, -40.2416], [-4.9463, -0.4658, -40.5377], [-3.3235, -0.3964, -41.3246], [0.4716, 3.1841, -41.8179], [2.2103, 3.4507, -41.6531], [-0.3341, 4.2455, -43.0782], [-0.4111, 3.2583, -40.2642], [0.3107, 2.1699, -42.1835], [-4.3677, 4.1046, -36.5070], [-4.7611, 5.8198, -36.7336], [-4.0861, 3.7526, -34.8559], [-2.8447, 3.7499, -37.3970], [-5.1673, 3.4686, -36.8867], [-8.2144, -0.9637, -41.2676], [-7.7998, 0.3011, -40.0974], [-9.9614, -1.4311, -41.2929], [-7.2015, -2.3989, -41.0428], [-8.0768, -0.4894, -42.2393], [-5.1824, 4.6448, -41.1118], [-5.2810, 4.8889, -42.8408], [-6.7525, 4.0387, -40.4638], [-4.6617, 6.0536, -40.1547], [-4.4036, 3.8882, -41.0164], [-2.2778, -4.5394, -39.9958], [-2.8955, -2.9554, -40.5794], [-0.5837, -4.3987, -39.9423], [-2.6657, -5.9089, -41.0100], [-2.5978, -4.8054, -38.9884]], "atomic_forces_ev_per_a": [[-0.14, 0.13, 0.48], [0.10, -1.30, -1.20], [-0.20, 0.79, 0.15], [0.31, -0.14, -0.16], [0.04, 0.32, -0.03], [0.15, -0.06, -0.09], [-0.23, -0.22, 0.43], [-0.08, 0.43, 0.37], [-1.19, 0.51, 1.06], [0.21, -1.13, -0.36], [2.58, 0.02, 0.56], [-1.37, 1.22, -1.77], [-0.17, -0.65, -0.19], [-0.49, 0.04, -0.15], [0.25, 0.29, 0.36], [-0.07, -0.53, 0.40], [-0.77, -0.22, -0.61], [-0.69, 0.25, 0.00], [0.75, -0.51, 1.02], [0.44, 0.33, -0.42], [0.24, 0.21, 0.08], [0.63, 0.37, -0.98], [-0.22, -0.29, 0.10], [-0.11, -0.28, 1.24], [-0.24, 0.24, -0.04], [0.22, 0.27, -0.13], [-0.61, 0.26, -0.35], [-0.31, -0.40, -0.02], [0.74, 0.26, 0.38], [-0.16, 0.40, -0.16], [0.38, -0.49, 0.13], [-0.02, -0.40, 0.57], [-0.14, 0.46, -0.16], [0.74, 0.17, -0.29], [-0.14, -0.26, -0.67], [-0.42, -0.01, 0.44], [-0.51, 0.16, 0.09], [-0.47, -0.85, 0.31], [2.10, 0.16, 0.31], [-0.66, -0.11, -0.43], [-0.45, 0.58, -0.25]], "mulliken_charge": [-0.1756, -0.4231, -0.5701, -0.0837, 0.3759, 0.2429, 0.3190, 0.3264, -0.1929, -0.1273, 0.0551, -0.1875, 0.2640, 0.0235, 0.2966, -0.1037, 0.1298, -0.1076, -0.1398, -0.0460, 0.1341, 0.1740, -0.1184, -0.1290, -0.0681, 0.1465, 0.0259, -0.0640, -0.1467, -0.1129, 0.2957, 0.7356, -0.1276, -0.1012, -0.0972, -0.4295, -0.0306, -0.0355, -0.1074, -0.1243, 0.3044], "homo_energy_ev": -10.465, "e_above_lowest_ev": 1.150, "molar_mass_g_mol": 794.81, "orbital_gap_ev": 10.7, "smiles": "ClC(Cl)Cl.ClC(Cl)Cl.ClC(Cl)Cl.ClC(Cl)Cl.ClC(Cl)Cl.ClCCCl.ClCCCl", "lumo_ev": 0.26, "energy_ha": -9094.3249}

---

{"formula": "C3H4O3", "method": "ωB97M-V with the def2-TZVPD basis set", "species": ["O", "C", "C", "O", "C", "O", "H", "H", "H", "H"], "positions_angstrom": [[1.8915, 0.6946, -0.2480], [1.3816, -0.4198, 0.4344], [-0.0870, -0.6689, 0.4967], [-0.6724, 0.3293, -0.1754], [-2.0582, 0.2467, -0.3631], [-2.6433, -0.7588, -0.5855], [1.1632, 1.0840, -0.7491], [1.7868, -1.3645, 0.0269], [1.7162, -0.4014, 1.4837], [-2.4784, 1.2589, -0.3207]], "atomic_forces_ev_per_a": [[-0.14, 0.10, -0.13], [-0.14, -0.28, 0.21], [0.21, 0.36, -0.19], [0.13, -0.35, 0.15], [-0.55, -0.47, -0.15], [0.40, 0.61, 0.15], [0.17, 0.04, 0.03], [-0.06, 0.10, 0.04], [-0.05, -0.03, -0.10], [0.03, -0.08, 0.00]], "mulliken_charge": [-0.5116, 0.0721, -0.4855, -0.1272, 0.2018, -0.3568, 0.3273, 0.2680, 0.2788, 0.3333], "homo_energy_ev": -9.450, "e_above_lowest_ev": 3.795, "molar_mass_g_mol": 88.06, "orbital_gap_ev": 9.5, "lumo_ev": 0.05, "energy_ha": -342.3165}